{"formula": "C6H13NO", "method": "ωB97M-V/def2-TZVPD", "homo_lumo_gap_ev": 7.45, "homo_energy_ev": -6.932, "e_tot_ev": -9967.0684, "relative_energy_ev": 4.1060, "elements": ["O", "N", "C", "C", "C", "C", "C", "C", "H", "H", "H", "H", "H", "H", "H", "H", "H", "H", "H", "H", "H"], "xyz": [[0.664, 0.344, 3.083], [-0.288, -1.112, 0.799], [0.129, 1.087, 0.111], [-0.039, 2.280, -0.600], [0.099, -2.519, 0.432], [-0.228, -0.654, -1.642], [-0.043, -0.228, -0.249], [-0.498, 2.519, -1.808], [-1.226, -0.472, -2.116], [0.956, -2.613, -0.093], [0.365, 3.010, 0.022], [-1.029, 1.809, -2.416], [0.259, 0.001, -2.560], [-0.050, 3.397, -2.224], [0.431, -0.308, 3.768], [0.130, -1.635, -1.858], [0.490, -3.124, 1.426], [0.560, 1.198, 1.073], [-0.683, -3.073, -0.015], [0.075, -0.808, 1.725], [-0.073, 0.901, 3.144]]}